128
Properties=species:S:1:pos:R:3:forces:R:3 method="wB97M-V/def2-TZVPD" homo_lumo_gap_ev=7.07 total_energy_ha=-4621.5724 lumo_energy_ev=-2.247 e_homo_ev=-9.313
O 3.76806 0.33104 7.91969 -7.048 -3.900 -4.155
C 2.73219 -0.26673 7.32559 3.115 2.728 2.074
O 1.99783 -1.36797 7.98082 1.636 -0.625 -3.253
C 1.61941 -2.26288 6.85708 -0.562 -5.042 -1.249
O 1.60750 -3.62022 6.82360 0.191 9.861 0.968
C 1.25521 -1.27495 5.60023 4.203 1.852 1.996
P 0.11101 -1.82512 4.17388 -1.239 -1.470 -0.287
O 0.05973 -3.59846 4.19008 3.052 2.816 -0.883
Cl 0.88537 -1.23457 2.25774 2.239 -0.427 2.410
C 1.99084 -0.01169 5.87790 -2.019 -3.277 -0.511
C 1.97063 1.28810 4.87280 -0.248 -0.565 0.606
P 3.72850 1.64782 4.13695 1.741 3.780 -3.901
O 3.69551 2.80840 3.03693 -0.265 -4.590 4.437
O 4.31226 0.15644 3.38385 0.089 2.361 3.157
O 4.85867 2.18305 5.37913 -2.144 -3.580 -1.615
H 0.97836 -3.92663 3.88693 -1.978 0.402 0.805
H 1.27893 1.09972 3.92247 1.649 0.009 2.059
H 1.50558 2.25247 5.39786 1.498 -2.066 -0.965
H 5.14586 -0.14507 3.86020 -1.374 0.481 -0.838
H 5.09591 1.37219 5.92746 -0.369 1.383 -0.424
O -1.47181 -1.62696 1.82581 -1.824 0.459 -1.669
C -1.78188 -1.20965 0.72223 0.036 -0.286 1.221
C -3.00792 -1.60539 -0.04353 -0.003 -0.201 -0.498
C -2.68354 -1.11943 -1.43350 -0.566 0.279 -0.942
C -1.77845 0.05531 -1.16948 -0.258 0.500 -0.805
O -1.07184 -0.27454 0.02538 0.001 -0.706 1.178
H -3.87449 -1.08746 0.37674 0.045 -0.110 0.164
H -3.15465 -2.68769 -0.02098 -0.091 0.202 0.300
H -3.56647 -0.85865 -2.02305 0.134 0.125 0.086
H -2.13262 -1.89782 -1.97535 -0.474 1.081 0.321
H -2.33790 0.98133 -1.00013 0.117 0.030 0.065
H -1.06805 0.21463 -1.98593 0.025 0.026 0.307
O -1.76515 -3.51261 -1.88081 1.945 -1.832 0.633
C -0.95178 -4.09519 -1.18281 -0.675 0.281 -0.978
C -1.13162 -5.46226 -0.59550 -0.128 -0.079 0.478
C -0.04677 -5.50243 0.45087 0.188 -0.323 0.734
C 1.00249 -4.58882 -0.12645 0.727 -0.323 0.308
O 0.27984 -3.60168 -0.86069 -1.053 0.316 -0.551
H -0.97158 -6.21070 -1.37655 -0.162 0.098 -0.057
H -2.12296 -5.57273 -0.15002 0.111 -0.053 -0.352
H 0.32544 -6.50950 0.65685 -0.006 0.166 -0.006
H -0.42719 -5.08349 1.39043 0.186 -0.142 -0.356
H 1.67632 -5.11144 -0.81346 -0.016 0.116 -0.019
H 1.59715 -4.10572 0.65432 -0.082 0.160 -0.298
O 6.57604 -1.83365 8.11574 0.195 -0.314 1.864
C 6.35470 -2.04211 9.29716 0.261 0.100 -2.019
C 5.00453 -2.01107 9.94697 -0.301 0.357 0.323
C 5.35930 -1.94091 11.41074 -0.567 0.245 0.657
C 6.68432 -2.65536 11.46372 0.187 -0.240 0.705
O 7.31048 -2.38130 10.21128 -0.137 0.299 -0.807
H 4.46863 -2.93223 9.70184 -0.001 0.106 -0.140
H 4.43440 -1.13481 9.62992 0.083 -0.383 -0.266
H 4.60461 -2.38440 12.06565 0.167 0.044 -0.032
H 5.49073 -0.89303 11.70687 -0.019 -0.179 -0.005
H 6.56828 -3.73941 11.56643 0.027 0.068 -0.024
H 7.31394 -2.28742 12.27908 0.095 -0.128 -0.286
O -2.18136 -5.88706 2.19712 -1.934 -0.238 1.163
C -3.10607 -5.61637 2.94534 1.188 -0.190 -1.181
C -3.14952 -4.45117 3.88692 0.069 0.062 0.538
C -4.28873 -4.82525 4.80107 -0.149 0.342 0.808
C -5.16767 -5.66111 3.90791 -0.753 -0.037 0.296
O -4.27520 -6.31864 3.00961 0.928 0.021 -0.368
H -3.36473 -3.54125 3.31988 0.237 -0.024 -0.051
H -2.21026 -4.35271 4.43603 -0.033 0.135 -0.471
H -4.80661 -3.96335 5.23012 0.002 -0.166 -0.061
H -3.90992 -5.43844 5.62782 -0.108 0.097 -0.106
H -5.86552 -5.05215 3.32367 0.057 -0.060 0.014
H -5.73507 -6.40517 4.47452 0.107 -0.021 -0.317
O -4.59000 -0.49687 -4.50565 1.730 -0.082 -0.341
C -3.52834 -0.69222 -5.07387 -1.538 0.530 0.836
C -3.37041 -1.29238 -6.43807 0.232 -0.478 -0.117
C -1.90618 -1.65160 -6.45824 0.477 -0.720 -0.674
C -1.30156 -0.62369 -5.53805 0.886 0.084 -0.323
O -2.30839 -0.35079 -4.56461 -1.148 -0.045 0.256
H -3.61472 -0.53787 -7.19096 0.103 -0.162 0.188
H -4.00191 -2.17600 -6.55562 -0.198 0.376 -0.009
H -1.46753 -1.64404 -7.45958 -0.030 0.119 0.274
H -1.76829 -2.65442 -6.03593 -0.030 0.152 0.017
H -1.05749 0.30817 -6.05887 -0.018 -0.110 0.022
H -0.40149 -0.99895 -5.04238 -0.218 0.184 0.121
O -1.12903 -0.00939 -9.02157 0.634 1.493 0.563
C -0.88222 1.18522 -9.00907 -0.639 -1.454 -0.231
C -1.27599 2.16509 -10.07254 0.440 0.378 -0.144
C -0.40249 3.35085 -9.74946 0.254 0.603 -0.591
C -0.21828 3.22875 -8.25947 0.430 0.813 0.274
O -0.23795 1.82757 -7.99098 -0.318 -1.048 -0.285
H -2.33837 2.40108 -9.96544 0.431 -0.185 -0.107
H -1.06496 1.77111 -11.06936 -0.410 -0.160 0.216
H -0.83453 4.30818 -10.05280 0.106 -0.107 0.130
H 0.56570 3.24174 -10.25316 -0.098 0.111 0.127
H -1.03127 3.70310 -7.69983 0.043 -0.032 -0.036
H 0.73417 3.65401 -7.92991 -0.276 -0.253 0.109
O 0.82111 5.79614 -6.87503 0.169 -0.285 1.925
C 0.59976 5.58769 -5.69362 0.476 0.122 -1.933
C -0.75041 5.61873 -5.04381 -0.295 0.349 0.303
C -0.39563 5.68889 -3.58004 -0.595 0.269 0.674
C 0.92939 4.97444 -3.52706 0.194 -0.277 0.760
O 1.55554 5.24850 -4.77950 -0.254 0.320 -0.918
H -1.28631 4.69757 -5.28894 0.001 0.098 -0.122
H -1.32054 6.49499 -5.36086 0.043 -0.335 -0.275
H -1.15033 5.24540 -2.92513 0.175 0.043 -0.036
H -0.26421 6.73677 -3.28391 -0.018 -0.184 -0.007
H 0.81334 3.89039 -3.42434 0.030 0.078 -0.021
H 1.55900 5.34237 -2.71170 0.080 -0.137 -0.293
O -4.01110 1.71056 -10.49926 -2.338 -0.104 0.478
C -5.06326 1.42285 -9.95302 1.544 0.580 -0.631
C -5.34779 0.13698 -9.23766 -0.279 -0.415 -0.158
C -6.85099 0.16428 -9.12340 -0.532 -0.745 0.187
C -7.15148 1.63950 -9.07489 -0.735 0.144 0.343
O -6.14191 2.25606 -9.87263 0.932 -0.189 -0.390
H -4.86466 0.15911 -8.25689 -0.057 0.045 -0.286
H -5.00521 -0.72196 -9.81927 0.324 0.240 0.225
H -7.23398 -0.38177 -8.25721 -0.001 0.137 -0.113
H -7.29575 -0.27550 -10.02440 0.034 0.075 0.160
H -7.08896 2.04329 -8.05891 0.009 -0.016 -0.085
H -8.13841 1.86863 -9.48729 0.276 0.185 0.002
O 3.91511 6.77991 8.16963 0.896 -0.787 -1.556
C 4.72707 6.32806 7.37923 -1.535 0.478 1.369
C 6.21566 6.35680 7.55079 0.466 0.292 -0.177
C 6.70089 6.04436 6.15783 0.818 0.224 -0.313
C 5.58762 5.19450 5.60350 0.374 -0.531 -0.616
O 4.39791 5.68130 6.22271 -0.285 0.579 0.800
H 6.50796 5.58346 8.26655 -0.078 0.145 0.071
H 6.55539 7.34058 7.88271 -0.197 -0.266 0.293
H 7.67430 5.54729 6.13476 -0.157 0.025 -0.078
H 6.78145 6.97322 5.58012 0.022 -0.151 0.068
H 5.70617 4.13614 5.85840 -0.039 0.297 -0.075
H 5.50352 5.29018 4.51704 -0.256 -0.124 0.221